[1]
DFT (ωB97M-V/def2-TZVPD) results for C6H11N5PSn as an isolated structure.

Last column: Löwdin charge in e.
Atoms and positions in Å:
C (0.39322, -0.08633, -2.07502)  -0.25
C (-0.85139, -0.79308, -2.07448)  -0.14
C (-0.66012, -2.05828, -1.47190)  -0.12
C (0.71336, -2.19091, -1.10686)  -0.16
C (1.39846, -1.00717, -1.54858)  -0.29
Sn (1.39292, 0.99111, 0.59208)  1.07
P (-0.49578, 3.02820, 0.24702)  0.60
H (0.57666, 0.92007, -2.41078)  0.06
H (-1.79131, -0.37929, -2.40505)  0.08
H (-1.40545, -2.82844, -1.31039)  0.09
H (2.50236, -0.91136, -1.67306)  0.09
H (1.17301, -3.01121, -0.54586)  0.09
H (-1.66418, 2.84161, 1.08014)  -0.08
H (-1.14008, 3.34808, -1.02335)  -0.07
H (0.05368, 4.27278, 0.69908)  -0.10
N (0.57730, 0.62270, 5.18276)  0.14
N (0.23256, -0.22463, 4.13118)  -0.22
N (-0.93214, -0.91947, 4.17740)  0.15
C (-1.18343, -1.12676, 2.88577)  -0.17
N (-0.28783, -0.54505, 2.05352)  -0.03
N (0.60362, 0.09081, 2.87893)  -0.11
H (1.52355, 0.96768, 5.09983)  0.11
H (0.35469, 0.19583, 6.07888)  0.12
H (-2.06466, -1.65539, 2.53742)  0.13

## Properties
charge: +1
gap between HOMO and LUMO (alpha / beta): 6.031 / 6.030 eV

[2]
DFT (ωB97M-V/def2-TZVPD) results for a 2-piece molecular cluster, C6H11NO overall.

Last column: Löwdin charge in e.
Atoms and positions in Å:
C (-4.44341, -4.43153, -0.61729)  -0.10
C (-3.29677, -3.48814, -0.86384)  -0.16
C (-3.43345, -2.26549, -1.25852)  -0.22
O (-3.55194, -1.16173, -1.61404)  0.17
H (-4.43976, -4.76534, 0.41984)  0.07
H (-5.39147, -3.94327, -0.82403)  0.07
H (-4.35351, -5.30786, -1.25817)  0.07
H (-2.29967, -3.86373, -0.69971)  0.11
C (3.04369, 2.86941, -0.98674)  -0.02
C (2.35873, 2.07426, -0.17211)  -0.26
N (2.24538, 2.19084, 1.19843)  -0.11
C (3.11168, 3.08926, 1.92137)  -0.13
H (3.65171, 3.68332, -0.63673)  0.03
H (2.99875, 2.72740, -2.05038)  0.03
H (1.76002, 1.26773, -0.57606)  0.10
H (2.05827, 1.32185, 1.67583)  0.11
H (2.85450, 3.05544, 2.97848)  0.08
H (2.95159, 4.10441, 1.55784)  0.08
H (4.17565, 2.84318, 1.80585)  0.08

## Properties
energy above the lowest of the compared OMol25 structures with the same formula, charge and spin: 55.4 kcal/mol
charge: 0
SMILES: CC=C=O.C=CNC
gap between HOMO and LUMO: 8.775 eV

[3]
DFT (ωB97M-V/def2-TZVPD) results for C6H11NO in the gas phase.

Last column: Löwdin charge in e.
Atoms and positions in Å:
C (0.69135, 2.40089, -0.90482)  0.00
C (-0.17255, 1.23865, -0.51442)  -0.47
O (-1.35807, 1.43715, -0.49836)  0.12
N (0.62498, 0.13561, -0.00294)  -0.09
C (0.27258, -1.08644, -0.84690)  -0.15
C (-0.35292, -2.22136, -0.05033)  -0.12
C (-0.24589, -1.64174, 1.43437)  -0.15
C (0.35388, -0.24695, 1.34703)  -0.23
H (0.69584, 3.23774, -0.30838)  0.05
H (1.78438, 2.24614, -1.06402)  0.09
H (0.31207, 2.60842, -1.87305)  0.07
H (-0.16876, -0.82568, -1.71168)  0.07
H (1.31032, -1.31254, -1.13768)  0.12
H (-1.25557, -2.50341, -0.58787)  0.11
H (0.38161, -3.01940, -0.07092)  0.09
H (-1.13859, -1.60166, 2.00784)  0.08
H (0.40988, -2.36100, 2.07466)  0.13
H (-0.39796, 0.44924, 1.88436)  0.14
H (1.27771, -0.02256, 2.00468)  0.13

## Properties
energy above the lowest of the compared OMol25 structures with the same formula, charge and spin: 59.2 kcal/mol
charge: 0
SMILES: CC(=O)N1CCCC1
gap between HOMO and LUMO: 9.890 eV

[4]
DFT (ωB97M-V/def2-TZVPD) results for C6H11NO in the gas phase.

Last column: Löwdin charge in e.
Atoms and positions in Å:
C (-2.72629, -0.39962, 0.90719)  -0.05
C (-2.35380, 0.47772, -0.00230)  -0.06
C (-0.69227, 1.21677, -0.13936)  -0.48
O (-0.56746, 2.36214, 0.17099)  0.07
N (0.04172, 0.17202, -0.30446)  -0.05
C (-0.14970, -1.03075, -1.08038)  -0.07
C (1.71987, 0.70571, -0.25397)  -0.08
C (2.44054, -0.16130, 0.74899)  -0.11
H (-3.76998, -0.61815, 1.10829)  0.05
H (-2.01681, -0.86008, 1.58324)  0.05
H (-3.04167, 0.95760, -0.68973)  0.07
H (-1.01070, -0.92980, -1.73803)  0.09
H (-0.31388, -1.87587, -0.41105)  0.09
H (0.74142, -1.23218, -1.67609)  0.08
H (1.70910, 1.75788, 0.02309)  0.09
H (2.09107, 0.59331, -1.27327)  0.10
H (2.40389, -1.21409, 0.46902)  0.07
H (3.49309, 0.12577, 0.81807)  0.08
H (2.00187, -0.04707, 1.73977)  0.08

## Properties
energy above the lowest of the compared OMol25 structures with the same formula, charge and spin: 71.6 kcal/mol
charge: 0
SMILES: C=CC(=O)N(C)CC
gap between HOMO and LUMO: 9.716 eV

[5]
DFT (ωB97M-V/def2-TZVPD) results for C6H11NO in the gas phase.

Last column: Löwdin charge in e.
Atoms and positions in Å:
C (-2.43598, 1.00025, -0.76298)  -0.14
N (-1.25160, 0.76969, 0.03528)  -0.06
C (-0.09618, 1.31498, -0.38732)  -0.16
C (0.92873, 0.42293, -0.16559)  -0.26
C (2.34728, 0.65944, 0.25117)  -0.06
C (0.19991, -0.80481, 0.01046)  -0.31
C (0.37462, -1.69698, 1.20070)  0.00
O (-0.28069, -1.42322, -1.10853)  0.05
H (-2.51355, 0.22050, -1.53740)  0.07
H (-3.33497, 0.95342, -0.14489)  0.06
H (-2.40946, 1.96503, -1.29098)  0.07
H (-0.04674, 2.30845, -0.84148)  0.12
H (2.49008, 0.51920, 1.33122)  0.07
H (2.63481, 1.68793, 0.02484)  0.07
H (3.05369, -0.00238, -0.25815)  0.07
H (0.57124, -1.10996, 2.09608)  0.09
H (-0.52037, -2.30060, 1.36996)  0.09
H (1.21291, -2.38287, 1.03340)  0.10
H (-0.92373, -2.10100, -0.85580)  0.11

## Properties
energy above the lowest of the compared OMol25 structures with the same formula, charge and spin: 79.6 kcal/mol
charge: 0
SMILES: C/N=C/C(C)=C(/C)O
gap between HOMO and LUMO: 8.170 eV

[6]
DFT (ωB97M-V/def2-TZVPD) results for a 2-piece molecular cluster, C6H11NO overall.

Last column: Löwdin charge in e.
Atoms and positions in Å:
C (-1.87358, 0.10995, 1.72396)  0.00
C (-1.83472, 1.38187, 1.34446)  -0.27
N (-2.44610, 1.89956, 0.19693)  -0.02
C (-1.99034, 1.64113, -0.94568)  -0.04
H (-2.45218, -0.63324, 1.19613)  0.06
H (-1.40656, -0.14896, 2.65947)  0.05
H (-1.38066, 2.13719, 1.97975)  0.10
H (-2.55011, 2.00368, -1.80451)  0.07
H (-1.06721, 1.07876, -1.11190)  0.06
C (2.41308, -0.24403, -1.09287)  -0.11
C (1.10593, -0.76805, -0.49319)  -0.23
C (1.33722, -2.06152, 0.23570)  -0.29
O (0.88771, -2.36265, 1.30608)  0.06
H (3.12735, 0.01317, -0.30935)  0.08
H (2.24110, 0.66339, -1.66788)  0.07
H (2.85383, -0.96612, -1.78211)  0.07
H (0.65573, -0.02609, 0.16880)  0.09
H (0.37938, -0.95311, -1.28982)  0.11
H (2.00012, -2.76491, -0.31398)  0.12

## Properties
energy above the lowest of the compared OMol25 structures with the same formula, charge and spin: 57.7 kcal/mol
charge: 0
SMILES: C=CN=C.CCC=O
gap between HOMO and LUMO: 9.816 eV

[7]
DFT (ωB97M-V/def2-TZVPD) results for C6H11NO in the gas phase.

Last column: Löwdin charge in e.
Atoms and positions in Å:
C (-1.59499, 0.45378, -1.93097)  -0.13
N (-0.65984, -0.28072, -1.13334)  0.01
C (0.34847, 0.20106, -0.55488)  -0.37
C (0.85935, 1.61318, -0.55467)  -0.02
C (1.14591, -0.76481, 0.30201)  -0.14
C (0.17752, -1.53740, 1.20597)  -0.16
C (-0.24685, -0.68987, 2.36382)  -0.26
O (0.02266, 0.47124, 2.51247)  0.06
H (-1.60277, -0.01195, -2.94322)  0.09
H (-2.60235, 0.31334, -1.49122)  0.08
H (-1.40143, 1.51477, -2.04633)  0.05
H (0.39838, 2.21911, -1.32543)  0.06
H (0.65466, 2.05012, 0.40755)  0.08
H (1.92647, 1.61904, -0.70996)  0.08
H (1.67609, -1.45405, -0.34630)  0.12
H (1.86174, -0.21564, 0.91492)  0.11
H (0.58961, -2.48269, 1.56198)  0.12
H (-0.71359, -1.76932, 0.63710)  0.10
H (-0.83904, -1.24918, 3.13052)  0.12

## Properties
energy above the lowest of the compared OMol25 structures with the same formula, charge and spin: 29.2 kcal/mol
charge: 0
SMILES: C/N=C(\C)CCC=O
gap between HOMO and LUMO: 10.231 eV

[8]
DFT (ωB97M-V/def2-TZVPD) results for a 2-piece molecular cluster, C6H11NO overall.

Last column: Löwdin charge in e.
Atoms and positions in Å:
C (-3.81720, 0.13540, 0.13300)  -0.19
C (-1.64930, -0.39712, 0.47000)  -0.21
C (2.82838, -0.35117, 0.14637)  -0.11
C (-0.94929, 0.66916, -0.25790)  -0.18
C (1.54818, -0.12702, -0.53337)  -0.31
C (0.62372, 0.75399, 0.18265)  -0.19
N (-4.92435, 0.48057, -0.07353)  -0.06
O (-1.52190, -1.66260, 0.02578)  0.06
H (-1.79487, -0.28490, 1.51420)  0.11
H (3.37549, 0.58010, 0.53564)  0.11
H (3.39738, -0.93704, -0.47885)  0.04
H (2.67344, -0.94550, 1.11413)  0.11
H (-0.86475, 0.70813, -1.38987)  0.14
H (-1.39995, 1.66184, 0.07497)  0.13
H (1.05669, -1.02131, -0.48008)  0.08
H (1.66404, 0.26096, -1.48500)  0.10
H (0.43872, 0.38163, 1.25312)  0.14
H (0.71714, 1.83184, 0.16383)  0.11
H (-1.40159, -1.73695, -0.91510)  0.12

## Properties
energy above the lowest of the compared OMol25 structures with the same formula, charge and spin: 100.5 kcal/mol
charge: 0
gap between HOMO and LUMO: 10.022 eV

[9]
DFT (ωB97M-V/def2-TZVPD) results for C6H11NO in the gas phase.

Last column: Löwdin charge in e.
Atoms and positions in Å:
C (-0.42830, -1.10272, 1.27419)  -0.07
C (0.04290, -1.04808, -0.04298)  -0.56
C (1.43529, -0.69090, 0.19632)  -0.18
N (1.25092, 0.73296, 0.12690)  -0.06
C (0.17549, 1.53509, -0.50518)  -0.15
C (-1.25813, 0.78721, -0.84541)  -0.09
C (-0.61815, -0.46848, -1.14161)  -0.26
O (-1.00155, -1.87914, -0.75014)  0.01
H (-1.49832, -0.79514, 1.26011)  0.09
H (-0.49926, -2.31185, 1.53554)  0.17
H (0.36054, -0.43159, 2.01296)  0.15
H (1.54577, -0.95485, 1.38146)  0.14
H (2.37063, -0.84717, -0.46705)  0.15
H (1.36960, 1.14026, 1.01577)  0.08
H (0.35880, 1.94912, -1.58414)  0.12
H (-0.03667, 2.62413, -0.05865)  0.15
H (-1.78043, 1.46327, -1.45815)  0.09
H (-1.79491, 0.68722, 0.04854)  0.08
H (0.00578, -0.38936, -1.99846)  0.15

## Properties
energy above the lowest of the compared OMol25 structures with the same formula, charge and spin: 170.6 kcal/mol
charge: 0
SMILES: C[C@]12CNCC[C@@H]1O2
gap between HOMO and LUMO: 9.718 eV

[10]
DFT (ωB97M-V/def2-TZVPD) results for C6H11NO as an isolated structure.

Last column: Löwdin charge in e.
Atoms and positions in Å:
C (2.13731, -1.55802, -0.61649)  -0.05
C (1.26627, -0.79954, 0.33869)  -0.42
C (-0.19449, -0.46474, -0.34445)  -0.20
C (-1.20897, -1.19967, 0.16384)  0.07
N (1.55221, -0.42695, 1.47619)  0.15
H (0.82894, 0.36440, 1.82833)  0.06
H (-0.12549, -0.40255, -1.42856)  0.11
H (1.64164, -2.48402, -0.91514)  0.08
H (3.08993, -1.77633, -0.13712)  0.08
H (2.31736, -0.97127, -1.51877)  0.08
H (-1.98931, -1.62197, -0.45373)  0.07
H (-1.32695, -1.30435, 1.23508)  0.09
C (-1.72558, 1.88798, -0.21148)  -0.05
C (-0.37356, 1.45774, 0.31740)  -0.38
O (-0.19382, 1.41776, 1.57724)  -0.08
H (0.46023, 1.86403, -0.28757)  0.14
H (-1.84985, 1.59009, -1.25391)  0.08
H (-2.51901, 1.45126, 0.39135)  0.08
H (-1.78688, 2.97616, -0.16091)  0.08

## Properties
energy above the lowest of the compared OMol25 structures with the same formula, charge and spin: 92.2 kcal/mol
charge: 0
gap between HOMO and LUMO: 8.232 eV

[11]
DFT (ωB97M-V/def2-TZVPD) results for a 2-piece molecular cluster, C6H11NO overall.

Last column: Löwdin charge in e.
Atoms and positions in Å:
C (-1.53853, -1.46663, 0.54115)  0.05
C (-0.30362, -1.37231, 0.11214)  -0.31
N (0.71918, -2.23787, -0.26012)  0.07
C (1.01802, -0.80430, -0.26977)  -0.31
C (2.00665, -0.31762, 0.74373)  -0.06
H (-2.03876, -2.41644, 0.64248)  0.05
H (-2.10937, -0.62910, 0.89602)  0.04
H (0.64563, -2.73923, -1.13672)  0.11
H (1.05775, -0.29112, -1.23180)  0.13
H (1.72876, 0.72290, 0.99783)  0.06
H (3.01908, -0.35317, 0.34905)  0.07
H (1.95635, -0.91732, 1.64828)  0.08
C (-0.10305, 2.23283, 0.13098)  -0.01
C (-0.92260, 1.65541, -0.74137)  -0.29
O (-2.22065, 1.38446, -0.42838)  -0.02
H (0.80512, 2.70012, -0.20084)  0.06
H (-0.40703, 2.36688, 1.15157)  0.07
H (-0.65245, 1.54626, -1.78687)  0.11
H (-2.66050, 0.93626, -1.15738)  0.10

## Properties
energy above the lowest of the compared OMol25 structures with the same formula, charge and spin: 84.9 kcal/mol
charge: 0
SMILES: C=C1N[C@@H]1C.C=CO
gap between HOMO and LUMO: 9.423 eV

[12]
DFT (ωB97M-V/def2-TZVPD) results for C6H11NO in the gas phase.

Last column: Löwdin charge in e.
Atoms and positions in Å:
C (-2.92608, 2.55548, 1.22346)  -0.11
N (-1.56350, 2.12835, 1.01048)  -0.10
C (-1.13180, 1.16179, 0.13256)  -0.18
C (0.07160, 0.58228, 0.14127)  -0.13
C (0.47503, -0.39099, -0.91755)  -0.21
C (0.64009, -1.87682, -0.47276)  -0.15
C (2.10430, -2.15397, -0.24005)  -0.29
O (2.89284, -2.51398, -1.07172)  0.05
H (-2.98019, 3.01096, 2.20621)  0.08
H (-3.63659, 1.72524, 1.18959)  0.08
H (-3.21940, 3.30982, 0.50302)  0.07
H (-0.90908, 2.35746, 1.73891)  0.12
H (-1.86635, 0.88862, -0.61497)  0.12
H (0.77343, 0.88278, 0.92324)  0.10
H (-0.27835, -0.36303, -1.70112)  0.10
H (1.38206, -0.07989, -1.43302)  0.11
H (0.13181, -2.06624, 0.46922)  0.10
H (0.23760, -2.55220, -1.23009)  0.11
H (2.42995, -1.92367, 0.79340)  0.12

## Properties
energy above the lowest of the compared OMol25 structures with the same formula, charge and spin: 41.4 kcal/mol
charge: 0
SMILES: CN/C=C/CCC=O
gap between HOMO and LUMO: 8.763 eV

no.,E_tot (Ha)
1,-1064.21808
2,-365.14311
3,-365.13709
4,-365.11744
5,-365.10461
6,-365.13950
7,-365.18492
8,-365.07131
9,-364.95962
10,-365.08461
11,-365.09611
12,-365.16550